Record 1
The molecule C4H8O2. Source: the Open Molecules 2025 dataset; level of theory: ωB97M-V/def2-TZVPD.

Geometry (Å):
1 C 0.93 1.41 -0.10
2 C 0.88 0.01 0.50
3 C -0.02 -0.99 -0.01
4 O -1.12 -1.04 1.33
5 C -0.92 -0.63 -1.16
6 O -2.03 -0.18 -1.03
7 H 1.32 2.12 0.64
8 H -0.07 1.77 -0.37
9 H 1.57 1.49 -0.99
10 H -0.28 -0.25 1.52
11 H 1.83 -0.37 0.87
12 H 0.30 -2.03 -0.01
13 H -1.91 -0.55 0.99
14 H -0.47 -0.76 -2.17

The HOMO energy comes out at -8.120 eV. The charge is 0. For the LUMO energy, the calculation gives 0.67 eV. The multiplicity is 1. The value obtained for the energy above the lowest of the compared OMol25 structures with the same formula, charge and spin is 4.196 eV.


Record 2
The molecule C4H8O2 in a non-equilibrium geometry. Source: the Open Molecules 2025 dataset; level of theory: ωB97M-V/def2-TZVPD.

Geometry (Å):
1 C -0.55 1.43 1.09
2 O -1.10 0.16 0.81
3 C -0.53 -0.58 -0.24
4 C 0.34 -0.20 -1.47
5 O 1.07 -1.43 -1.20
6 C 0.66 -1.28 0.25
7 H 0.42 1.60 0.62
8 H -1.27 2.17 0.74
9 H -0.43 1.53 2.18
10 H -1.29 -1.28 -0.61
11 H 0.99 0.67 -1.32
12 H -0.12 -0.13 -2.46
13 H 1.37 -0.58 0.73
14 H 0.45 -2.11 0.95

As for the SMILES: COC1COC1. The HOMO energy comes out at -9.701 eV. The charge is 0. For the LUMO energy, the calculation gives 0.98 eV. The multiplicity is 1. The value obtained for the energy above the lowest of the compared OMol25 structures with the same formula, charge and spin is 3.239 eV.